No. 1
22
Properties=species:S:1:pos:R:3:forces:R:3 method="wB97M-V/def2-TZVPD" smiles=CB[C@@H](C)C(C)C energy_ev=-7139.763 charge=0 homo_lumo_gap_ev=11.07 homo_energy_ev=-10.24
C 2.34951 0.47188 -0.46861 0.277 3.030 2.287
B 0.91046 0.22901 -0.85944 1.360 1.444 -2.646
C 0.12162 -0.86794 -0.20445 -2.544 1.051 -0.697
C 0.80873 -1.59169 0.87118 -2.497 -0.153 1.025
C -1.22375 -0.13291 0.23876 2.031 -0.376 -1.196
C -0.76456 1.15467 0.81730 -2.497 2.092 0.602
C -2.25818 0.08811 -0.84385 1.357 -0.140 -1.623
H 2.67441 0.02320 0.43294 0.630 -1.204 0.672
H 2.25509 1.55952 -0.02044 0.001 -1.288 -0.965
H 3.17508 0.59734 -1.11809 0.565 -0.034 -1.099
H 0.64541 1.05314 -1.76232 -0.667 -1.082 0.539
H -0.25796 -1.52522 -0.94808 0.049 -1.087 -0.915
H 0.03084 -2.15594 1.36250 -0.002 -0.374 0.796
H 1.36827 -1.03698 1.55116 0.278 1.577 1.517
H 1.52262 -2.25470 0.60014 2.071 -2.370 -1.678
H -1.62164 -0.67917 1.01590 -1.145 -1.471 1.752
H -0.25110 1.08240 1.75712 0.342 -0.172 0.417
H -0.19527 1.74437 0.12371 0.452 0.371 -0.376
H -1.70529 1.77039 0.96516 1.110 -0.266 0.343
H -2.79243 0.96911 -0.59389 -0.531 1.047 -0.214
H -1.79648 0.14704 -1.86177 -0.036 0.682 0.807
H -2.99537 -0.64563 -1.05493 -0.603 -1.276 0.652

No. 2
24
Properties=species:S:1:pos:R:3:forces:R:3 method="wB97M-V/def2-TZVPD" energy_ev=-80034.538 charge=+1 homo_lumo_gap_ev="8.77 / 8.77" homo_energy_ev="-12.02 / -12.02"
C 2.27394 -0.50946 2.08312 0.681 -1.040 -2.310
C -1.92071 -0.62414 -0.06337 -0.118 -2.101 -0.825
C -0.93046 1.40773 -0.79290 -2.074 -1.992 -2.211
C -1.06703 -0.56689 -2.32992 2.810 -1.233 -2.044
C 1.01752 0.20189 1.84350 -3.216 1.061 -1.742
C 0.50304 -0.51486 -0.39137 0.898 -1.134 3.395
N -0.86500 -0.14305 -0.88047 1.745 2.032 -2.463
O 1.09818 1.63229 1.90037 0.046 -3.020 -0.029
Br 1.93003 0.24993 -1.31277 0.359 0.214 -0.573
H 2.37554 -1.61607 1.66333 -0.448 2.399 1.477
H 3.01478 0.10253 1.55152 0.204 -0.408 -0.367
H 2.54098 -0.27806 3.08533 0.228 -0.792 1.358
H -1.79133 -0.30455 0.88743 0.222 1.397 2.948
H -2.84227 -0.32714 -0.46096 -1.333 0.420 -0.500
H -1.86841 -1.67917 -0.00659 -0.105 -1.292 -0.184
H -1.96820 1.65443 -0.62697 -0.453 0.072 -0.512
H -0.48536 1.66512 0.08163 2.088 1.012 2.105
H -0.58513 1.77099 -1.74366 0.451 0.586 0.163
H -1.98022 -0.31128 -2.83153 -0.801 0.587 0.617
H -0.21501 -0.18014 -3.05348 -1.565 -0.345 1.993
H -0.94973 -1.68078 -2.45172 -0.228 0.996 0.733
H -0.04149 -0.27491 2.09795 2.670 1.684 0.011
H 0.71627 -1.62421 -0.17686 -0.989 1.624 -0.864
H 2.04004 1.94978 1.92837 -1.072 -0.726 -0.178

No. 3
27
Properties=species:S:1:pos:R:3:forces:R:3 method="wB97M-V/def2-TZVPD" energy_ev=-41660.132 charge=0 homo_lumo_gap_ev=9.23 homo_energy_ev=-8.97
Cd -0.54815 0.24079 0.72020 -3.057 -0.007 2.426
Cl -0.85287 2.53674 0.45442 -0.092 1.203 -0.313
Cl -1.63723 -1.11636 2.39766 -0.068 -0.199 0.145
C -3.40365 -0.32820 -0.81274 -0.490 -0.567 -0.083
O -2.00010 -0.20364 -0.90032 -0.398 -0.558 -0.855
C -1.41450 -0.55407 -2.12377 0.192 0.601 -0.701
C 0.11683 -0.34200 -2.05183 -0.619 -0.294 -0.179
N 0.70235 -0.62316 -0.69860 1.910 -0.441 -3.159
C 1.85199 0.30115 -0.47177 0.935 -1.064 0.413
C 2.32809 0.11231 0.97747 -0.241 -0.084 -0.090
O 1.26677 0.57138 1.80683 2.673 0.153 0.823
C 1.56879 0.65826 3.20519 -1.067 0.740 -0.201
H -3.73255 -1.34892 -1.04579 0.240 -0.007 -0.091
H -3.91049 0.34592 -1.50672 0.088 0.211 0.152
H -3.68211 -0.16039 0.22432 0.059 0.318 -0.052
H -1.77310 0.11927 -2.91534 -0.048 0.036 0.062
H -1.68543 -1.55185 -2.48471 0.030 -0.255 0.577
H 0.35534 0.67689 -2.34660 -0.104 0.167 0.312
H 0.54291 -0.97375 -2.83706 0.222 -0.057 0.216
H 1.13539 -1.53615 -0.80528 -0.462 -0.195 0.657
H 1.50034 1.30749 -0.68803 0.240 0.174 0.255
H 2.69151 0.01985 -1.11948 -0.105 0.295 -0.137
H 3.29096 0.60122 1.15649 -0.292 0.515 0.056
H 2.52542 -0.94249 1.21775 -0.148 -0.114 -0.316
H 0.77672 1.31333 3.57307 0.094 -0.138 0.239
H 2.51210 1.17629 3.36482 0.224 -0.262 -0.043
H 1.47467 -0.29990 3.70983 0.284 -0.171 -0.113

No. 4
28
Properties=species:S:1:pos:R:3:forces:R:3 method="wB97M-V/def2-TZVPD" energy_ev=-48427.404 charge=+1 homo_lumo_gap_ev=10.39 homo_energy_ev=-13.49
O -3.51261 0.18704 1.67691 -0.123 -0.254 1.404
P -2.60777 0.32397 0.54432 -1.252 -0.466 0.698
O -3.31684 -0.22770 -0.75583 0.783 -0.131 -0.368
O -2.16645 1.79628 0.27635 0.311 0.225 -0.212
C -1.16366 -0.75231 0.81894 0.386 0.669 -1.504
C 0.25761 -0.32967 0.44826 0.818 -1.017 1.164
C 1.03003 -1.63898 0.85882 -1.360 -0.634 0.313
C 0.06671 -2.36940 1.87835 0.516 -0.189 -0.753
N -0.93172 -1.29176 2.16589 0.368 0.303 1.530
H -3.79137 -1.03005 -0.47167 -0.186 0.269 -0.410
H -2.72131 2.33666 0.87253 0.237 0.180 -0.312
H -1.34905 -1.63369 0.20605 -0.370 -0.027 -0.132
H 0.38491 -0.00275 -0.57379 0.083 -0.168 -0.116
H 0.67354 0.41214 1.12849 -0.526 0.689 -0.175
H 1.06160 -2.30413 0.00584 0.747 -0.023 -0.166
H 1.96514 -1.51378 1.38462 0.442 0.315 -0.578
H 0.52617 -2.81189 2.75269 0.112 0.521 0.391
H -0.43238 -3.19591 1.38678 -0.429 0.062 -0.038
H -1.71841 -1.48552 2.79451 -0.395 -0.374 -0.666
H -0.40820 -0.57688 2.68347 -0.153 0.075 0.021
Cl 3.08411 2.09543 -0.57600 0.000 -0.038 0.028
C 2.92257 2.36831 -2.33325 0.047 0.071 -0.074
C 1.60967 1.85207 -2.85827 -0.049 0.159 -0.075
Cl 1.53021 0.06794 -2.80321 -0.017 -0.060 -0.098
H 3.76605 1.89317 -2.82677 -0.003 -0.067 0.062
H 2.98710 3.44222 -2.49681 -0.055 0.009 0.039
H 1.48262 2.14282 -3.89911 0.062 -0.047 -0.019
H 0.77173 2.24635 -2.28811 0.006 -0.053 0.046

No. 5
28
Properties=species:S:1:pos:R:3:forces:R:3 method="wB97M-V/def2-TZVPD" spin_multiplicity=5 energy_ev=-59909.389 charge=+3 homo_lumo_gap_ev="6.38 / 3.79" homo_energy_ev="-18.66 / -18.50"
I -0.30035 0.68840 3.55215 -0.468 0.672 0.172
I 2.21077 0.56839 3.20833 0.667 0.661 0.096
Ru -0.22542 -0.18217 -1.44549 0.369 -1.055 -0.381
P -0.95254 1.81440 -2.02387 -0.756 0.570 -1.034
C -1.00129 3.49117 -1.31157 -0.027 0.322 -0.483
C 0.24023 1.59384 -3.41115 -0.136 0.495 0.253
H -2.49610 -0.02418 -2.42103 -0.408 0.897 -0.101
H -3.06143 1.52176 -3.16148 -0.669 0.276 -0.719
H -3.20400 1.29155 -1.35091 0.230 -0.122 -1.007
C -2.62995 1.08502 -2.29174 0.874 -0.289 1.592
H 0.43221 0.47753 -3.50888 -0.124 1.084 -0.535
H -0.25771 2.02526 -4.30638 0.640 -0.547 0.149
H -1.42866 4.22932 -2.06743 0.485 -1.044 0.770
H 0.03003 3.81001 -1.05491 -0.634 -0.126 -0.065
H 1.19852 2.11978 -3.14965 -0.951 -0.410 -0.412
H -1.66096 3.47913 -0.42513 0.360 0.068 -0.351
C 0.56384 0.95514 -0.25088 1.177 0.608 2.896
O 1.05286 1.60798 0.59090 -0.848 -0.981 -1.945
Cl -0.65773 -2.08865 -2.67944 0.253 0.504 0.755
C 1.96255 -3.83443 2.06821 -0.440 0.041 -1.277
S 0.34933 -3.15655 2.45478 0.966 -0.614 0.122
C 0.71822 -2.50146 4.04669 -0.074 0.367 0.498
H 1.98524 -3.98256 0.97714 -0.017 -0.182 0.365
H 2.05373 -4.80520 2.56562 0.113 0.040 0.135
H 2.74871 -3.12733 2.33304 -0.043 -0.140 0.327
H 0.89205 -3.27922 4.82133 0.055 0.178 -0.552
H 1.62456 -1.83460 3.93483 -1.032 -1.059 0.367
H -0.18671 -1.94229 4.30692 0.440 -0.213 0.364

No. 6
25
Properties=species:S:1:pos:R:3:forces:R:3 method="wB97M-V/def2-TZVPD" energy_ev=-20882.801 charge=+1 homo_lumo_gap_ev=7.00 homo_energy_ev=-12.47
Li -19.44667 -11.00198 29.64139 0.051 1.372 1.262
Li -19.62841 -10.62406 26.97271 0.097 1.473 -0.216
Cl -19.33120 -8.58665 28.50030 -0.274 -2.408 -0.557
C -19.71708 -12.15158 33.50392 -0.252 -2.627 0.884
C -19.37126 -11.93506 32.05938 -1.067 1.396 1.136
N -19.80241 -10.57642 31.67647 -0.944 1.159 -2.544
C -19.08094 -9.48790 32.25489 2.101 0.660 -1.014
C -17.62996 -9.42822 31.65591 -0.096 0.752 2.363
C -21.24065 -10.16290 31.72485 -0.430 -3.363 -0.541
C -22.19443 -11.32520 31.15803 0.380 2.019 0.826
H -19.07018 -11.65527 34.22731 -0.420 0.573 -0.242
H -19.54002 -13.19704 33.75644 0.500 -0.384 -0.130
H -20.78131 -12.17571 33.73827 -0.055 1.082 -0.014
H -18.29230 -12.08005 32.00523 0.053 0.382 -0.668
H -19.89178 -12.58764 31.35843 0.006 -0.621 0.304
H -19.13597 -9.55082 33.34167 0.678 -0.048 0.259
H -19.50358 -8.50382 32.05218 -0.615 -0.360 -0.457
H -17.02089 -10.07037 32.29213 0.437 -0.227 -0.542
H -17.27894 -8.41998 31.87575 0.228 0.060 0.064
H -17.42339 -9.51912 30.58953 -0.697 -0.494 -0.012
H -21.56426 -10.01455 32.75508 0.010 0.191 0.164
H -21.38165 -9.23571 31.16939 0.268 -0.172 -0.066
H -22.27675 -12.14545 31.87112 -0.059 0.045 -0.160
H -23.14191 -10.79430 31.06571 -0.309 -0.483 0.048
H -21.98765 -11.71524 30.16143 0.408 0.024 -0.146

No. 7
23
Properties=species:S:1:pos:R:3:forces:R:3 method="wB97M-V/def2-TZVPD" spin_multiplicity=3 energy_ev=-10660.616 charge=+1 homo_lumo_gap_ev="8.57 / 7.83" homo_energy_ev="-11.00 / -16.43"
C 1.61225 -0.39356 -2.29601 -0.575 -3.260 0.383
C -2.61837 -0.62070 -1.35198 -1.561 0.043 0.950
C 0.59919 1.79212 0.48606 0.692 -0.126 3.208
C 0.44184 -0.76300 -1.45802 7.523 -8.647 -5.570
C -1.63628 -0.31106 -0.22371 2.325 0.420 -0.494
C -0.04006 1.51943 -0.84449 0.886 -2.123 0.907
N -0.31940 0.08361 -0.90779 -9.364 9.395 6.339
F -0.12732 -1.35352 2.81006 -0.912 0.256 -1.591
H 1.83033 0.58779 -2.47517 0.580 2.663 0.192
H 2.47580 -0.96175 -1.87236 -0.209 0.508 -0.483
H 1.47089 -0.78479 -3.30921 0.107 -0.407 -0.125
H -2.65265 -1.60176 -1.81384 0.504 -0.348 0.484
H -3.60942 -0.47405 -0.82926 0.751 0.029 -1.086
H -2.44181 0.05928 -2.16519 -0.480 0.658 -0.222
H 1.39750 1.03809 0.73235 -0.411 1.086 -0.352
H 0.94532 2.85301 0.58884 0.027 -1.026 -0.462
H -0.14484 1.68376 1.34664 0.734 -0.010 -1.269
H 0.34901 -1.43854 3.56736 0.901 -0.215 1.514
H 0.23885 -1.85463 -1.41897 -0.138 1.111 0.391
H -1.34126 -1.16475 0.37413 -0.211 -0.502 0.175
H -1.96664 0.49759 0.48928 0.448 -0.658 -1.185
H 0.53767 1.87098 -1.63400 1.229 0.145 -1.415
H -0.89198 2.07952 -0.82375 -2.846 1.007 -0.291

No. 8
25
Properties=species:S:1:pos:R:3:forces:R:3 method="wB97M-V/def2-TZVPD" spin_multiplicity=3 energy_ev=-16771.161 charge=+1 homo_lumo_gap_ev="9.93 / 5.26" homo_energy_ev="-13.05 / -13.05"
C 2.41576 -1.56146 1.05900 -0.239 -0.240 0.407
C 3.57584 -0.70186 0.60030 0.756 -0.240 -0.451
O 3.23348 0.32377 -0.23964 1.190 -0.014 1.012
Hg 1.44072 0.10961 -1.59622 -0.838 -0.404 -1.539
H 2.65012 -2.02741 2.02464 -0.072 0.044 -0.281
H 1.51332 -0.94899 1.20246 0.156 -0.221 -0.015
H 2.22344 -2.36782 0.33581 -0.049 0.305 0.199
H 4.40282 -1.28532 0.14295 -0.241 0.149 0.207
H 4.07622 -0.20876 1.46622 -0.107 0.116 -0.053
O 0.82416 1.57784 -0.02844 4.639 0.496 1.937
C -0.39652 1.33911 0.63346 -0.996 0.041 1.495
C -1.22672 0.33799 -0.14345 -0.073 -0.027 -0.142
C -2.65280 0.22585 0.38070 -0.170 0.172 0.348
C -3.49636 -0.69913 -0.47349 -0.110 -0.258 -0.274
O -4.80001 -0.75328 0.07848 0.285 0.141 0.088
H 1.75745 1.56232 0.61254 -4.087 0.118 -2.465
H -0.93367 2.29752 0.74344 0.227 -0.342 -0.121
H -0.18283 0.95442 1.64637 -0.231 0.144 -0.319
H -0.74222 -0.65156 -0.07316 -0.048 0.123 -0.139
H -1.25772 0.64937 -1.20229 0.018 -0.068 0.183
H -3.12170 1.22145 0.40046 0.091 -0.255 -0.001
H -2.64123 -0.15063 1.41506 -0.053 0.111 -0.240
H -3.04332 -1.70558 -0.49767 -0.042 0.198 0.003
H -3.52935 -0.32277 -1.51111 0.044 -0.061 0.204
H -5.32570 -1.39141 -0.40992 -0.052 -0.029 -0.043

No. 9
31
Properties=species:S:1:pos:R:3:forces:R:3 method="wB97M-V/def2-TZVPD" spin_multiplicity=2 energy_ev=-41220.112 charge=-1 homo_lumo_gap_ev="6.74 / 3.36" homo_energy_ev="-4.47 / -4.47"
K 0.33172 0.03420 -0.17416 -0.116 -0.442 -0.466
C -4.14756 0.33305 -2.59405 0.124 0.732 -0.723
C -2.84131 0.33497 -1.75193 -0.888 -1.344 1.487
O -1.73286 0.55474 -2.25302 1.710 1.189 -2.791
O -2.88794 0.00418 -0.56133 -1.439 -0.129 1.125
H -3.94203 0.30797 -3.66421 0.361 -0.359 -0.063
H -4.68877 1.27697 -2.52926 0.126 0.286 0.549
H -4.90040 -0.42523 -2.37880 0.466 -0.229 0.424
C 5.08482 -1.97331 0.03000 0.681 0.374 0.595
C 3.63548 -1.88101 -0.32830 -1.886 -1.356 -1.775
O 3.14623 -2.78254 -1.05564 1.081 -0.440 0.266
O 2.94408 -0.90450 0.00242 -0.299 2.281 1.397
H 5.64271 -1.70617 -0.86748 0.199 -0.499 -0.090
H 5.30673 -2.96739 0.41818 0.213 -0.052 -0.424
H 5.40236 -1.24855 0.77966 -0.258 0.115 0.160
C -1.40184 1.40325 4.18945 -1.144 0.289 0.213
C -1.84855 1.58199 2.76407 1.880 0.405 2.084
O -1.03660 1.62002 1.85515 0.726 -0.140 -1.799
O -3.00852 1.86672 2.43210 -1.295 0.031 -0.450
H -1.90260 2.21431 4.71813 -0.394 -0.251 0.361
H -0.35262 1.57456 4.43008 0.119 -0.444 -0.741
H -1.77002 0.43044 4.51532 0.163 0.099 0.373
O 0.63161 2.17717 -2.12556 0.579 0.350 0.296
H -0.17399 1.77095 -2.44529 -0.972 -0.419 -0.075
H 1.32300 1.79941 -2.66917 0.241 -0.079 -0.114
O -0.29430 -1.77167 -2.25278 0.277 -0.422 0.060
H -0.81278 -1.07479 -2.65500 -0.635 0.759 0.028
H 0.00163 -2.30636 -2.98950 0.338 -0.240 0.076
O 1.41232 -0.45807 2.48761 -0.448 -0.057 0.369
H 0.77104 0.22892 2.66934 -0.205 0.235 0.177
H 2.10896 -0.01422 2.00397 0.696 -0.243 -0.528

No. 10
22
Properties=species:S:1:pos:R:3:forces:R:3 method="wB97M-V/def2-TZVPD" smiles=CCCNC(C)C energy_ev=-7955.024 charge=0 homo_lumo_gap_ev=9.38 homo_energy_ev=-8.23
C 3.14818 -0.68050 0.09014 0.105 0.595 -0.954
C 1.75969 -0.11650 -0.22012 0.413 -0.082 0.582
C 0.78480 -0.15687 0.94689 -0.960 -0.896 -0.431
N -0.36173 0.67907 0.64609 0.110 1.544 0.932
C -1.28967 0.44640 -0.45493 0.900 -0.474 -0.084
C -2.45847 1.39263 -0.27984 -0.498 0.160 -0.354
C -1.69599 -1.02226 -0.52694 -0.701 -0.412 0.588
H 3.73928 -0.60122 -0.83038 -0.001 -0.157 0.070
H 3.17747 -1.73011 0.38013 -0.068 0.151 0.390
H 3.64398 0.01623 0.77011 0.040 -0.557 0.441
H 1.36366 -0.57353 -1.12937 -0.184 0.087 0.087
H 1.90016 0.95800 -0.37536 -0.116 -0.099 -0.453
H 0.37580 -1.14352 1.22228 0.727 -0.433 -0.371
H 1.29958 0.16362 1.85633 -0.174 0.486 -0.111
H -0.83966 0.95537 1.49183 -0.149 -0.092 -0.085
H -0.76431 0.74371 -1.36781 -0.041 -0.135 -0.153
H -2.09898 2.39228 -0.03395 0.034 -0.084 0.285
H -3.18264 1.03652 0.45984 0.242 0.089 0.182
H -3.02927 1.53055 -1.20028 0.079 -0.279 -0.124
H -2.47575 -1.26977 -1.25215 0.120 0.281 -0.131
H -2.10509 -1.27450 0.45840 -0.189 -0.007 -0.015
H -0.89105 -1.74558 -0.65090 0.312 0.313 -0.293